Entry from the OMol25 dataset: a structure of composition C35H30N3O9Ru in a non-equilibrium geometry (the ωB97M-V functional and the def2-TZVPD basis).

The geometry in XYZ format:
```
78
Properties=species:S:1:pos:R:3:forces:R:3:lowdin_charge:R:1
Ru -0.8190 0.7021 -0.5975 0.81 0.96 0.67 1.17
O 1.4930 -3.2006 -1.8749 0.01 0.06 0.11 0.11
C 1.1127 -2.2001 -1.0583 -0.02 0.11 -0.20 -0.48
O 1.8403 -1.2876 -0.7621 0.02 -0.05 0.06 0.10
C -0.2661 -2.3860 -0.5157 -0.10 0.00 0.07 -0.21
C -0.7562 -3.6571 -0.3644 0.08 -0.02 0.04 -0.01
C -2.0063 -3.8490 0.2750 -0.04 0.00 0.01 -0.07
C -2.6130 -2.7746 0.8454 0.03 0.00 0.00 -0.03
C -2.0235 -1.4904 0.7315 0.00 0.01 0.02 -0.21
N -0.9292 -1.2752 -0.1083 -0.09 -0.46 0.00 0.00
C -2.4358 -0.3354 1.4272 0.06 -0.02 0.11 -0.51
O -3.4053 -0.3772 2.3741 0.03 0.08 -0.03 0.10
O -1.9132 0.7875 1.2126 -0.25 -0.02 -0.10 -0.08
H 2.3788 -2.9703 -2.1901 0.02 0.00 -0.02 0.13
H -0.1786 -4.4952 -0.7223 0.01 0.02 -0.02 0.11
H -2.4494 -4.8335 0.3320 0.00 -0.01 0.00 0.10
H -3.5590 -2.9028 1.3605 0.00 0.03 0.01 0.11
H -3.6607 -1.2916 2.5316 0.00 -0.05 0.02 0.09
C -0.3070 5.1341 -1.2976 -0.04 -0.02 0.04 0.05
C -0.0690 3.7896 -0.6933 0.02 0.11 0.23 -0.45
O -0.8232 2.8561 -0.7916 -0.19 0.01 -0.37 0.01
H -0.4998 5.8578 -0.5043 0.00 0.00 0.00 0.10
H -1.1569 5.0825 -1.9708 0.00 0.01 0.01 0.10
H 0.5867 5.4445 -1.8352 0.01 0.00 -0.01 0.09
N -2.5691 0.9178 -1.7215 -0.04 -0.20 -0.21 0.01
C -3.7153 0.0547 -1.5916 -0.03 0.13 -0.02 -0.27
C -3.9564 -0.9698 -2.4961 -0.05 0.04 0.01 -0.03
C -5.0466 -1.8065 -2.3047 0.01 0.00 0.00 -0.07
C -5.9008 -1.6175 -1.2287 -0.01 -0.01 0.00 -0.09
C -5.6692 -0.5720 -0.3462 0.01 0.02 0.01 -0.08
C -4.5807 0.2666 -0.5272 -0.03 -0.06 -0.01 -0.05
H -2.2136 0.9609 -2.6756 -0.05 -0.13 -0.05 0.10
H -2.8241 1.8639 -1.4517 -0.06 0.02 -0.05 0.10
H -3.3039 -1.1098 -3.3466 0.00 0.00 -0.02 0.10
H -5.2295 -2.6074 -3.0093 0.00 0.00 0.00 0.11
H -6.7498 -2.2731 -1.0863 0.00 0.00 0.00 0.10
H -6.3352 -0.4053 0.4907 0.00 0.00 0.00 0.11
H -4.3829 1.0687 0.1725 0.00 0.02 0.01 0.12
O 1.0889 3.7920 0.0137 0.15 -0.13 -0.05 0.10
C 1.6040 2.6660 0.6543 -0.15 0.12 -0.03 -0.37
O 0.9866 1.6523 0.8006 0.04 -0.42 -0.15 0.11
C 2.9731 2.9008 1.1375 -0.05 -0.03 0.02 -0.14
C 3.6008 4.1338 1.0212 0.01 0.01 0.00 -0.01
C 4.9127 4.3144 1.4599 0.00 0.01 0.00 0.03
C 5.5387 3.2181 1.9999 0.02 -0.01 0.02 -0.21
O 6.8074 3.1340 2.4780 -0.02 0.00 -0.02 0.05
C 6.9585 1.8028 2.9844 0.01 0.00 0.01 -0.12
O 5.7750 1.0792 2.6614 -0.01 0.00 -0.01 0.04
C 4.9110 1.9839 2.1107 0.01 0.00 0.01 -0.19
C 3.6276 1.7852 1.6917 0.02 0.00 0.00 0.10
H 3.0709 4.9612 0.5741 0.00 0.00 0.00 0.12
H 5.4179 5.2656 1.3756 0.00 0.00 0.00 0.12
H 7.0804 1.8439 4.0691 -0.01 0.00 -0.01 0.14
H 7.8165 1.3324 2.5050 -0.01 0.00 0.00 0.14
H 3.1287 0.8284 1.7572 0.00 -0.01 -0.01 0.14
C 0.2282 -2.4076 -5.2651 0.01 0.00 0.00 -0.13
C -0.7113 -2.3399 -4.2456 -0.04 0.02 -0.01 -0.10
C -0.6995 -1.3071 -3.3262 0.01 -0.02 -0.08 -0.10
C 0.2572 -0.2725 -3.3719 0.09 -0.08 -0.01 -0.30
C 1.2183 -0.3675 -4.4096 -0.02 0.01 -0.03 -0.03
C 1.1912 -1.4067 -5.3241 -0.01 -0.01 0.01 -0.11
N 0.2505 0.7240 -2.4324 0.04 -0.04 -0.08 -0.08
C 1.2564 1.7014 -2.6284 -0.10 0.06 0.00 -0.33
C 1.0341 2.7639 -3.5101 -0.03 0.07 0.05 -0.05
C 2.0058 3.7277 -3.7393 -0.03 0.02 0.00 -0.10
C 3.2320 3.6521 -3.0909 0.00 0.00 0.01 -0.10
C 3.4728 2.5952 -2.2242 0.00 -0.01 0.03 -0.08
C 2.4998 1.6302 -1.9950 -0.05 -0.03 -0.04 -0.04
H 0.2192 -3.2181 -5.9811 0.00 0.00 0.00 0.09
H -1.4628 -3.1168 -4.1492 0.00 0.00 0.01 0.10
H -1.4077 -1.3082 -2.5150 -0.03 0.00 0.02 0.06
H 1.9979 0.3781 -4.4898 -0.01 -0.02 -0.02 0.10
H 1.9488 -1.4360 -6.0994 0.00 0.00 0.00 0.10
H 0.0818 2.8072 -4.0276 0.00 0.00 0.00 0.12
H 1.8083 4.5362 -4.4341 0.00 0.00 0.00 0.10
H 3.9947 4.3991 -3.2713 0.00 0.00 0.00 0.10
H 4.4314 2.5157 -1.7244 0.00 0.00 0.01 0.11
H 2.6925 0.7891 -1.3439 0.00 -0.06 0.05 0.10
```
Forces are in eV/Å.

Results
Spin multiplicity = 2
Charge = 0
Maximum force = 0.028 hartree/bohr
HOMO (spin up / spin down) = -0.200 / -0.222 Eh

Entry from the OMol25 dataset: a structure of composition C35H30N4O3SSn (the ωB97M-V functional and the def2-TZVPD basis).

The geometry in XYZ format:
```
74
Properties=species:S:1:pos:R:3:forces:R:3:lowdin_charge:R:1
Sn -0.0021 -2.0739 0.6883 -0.35 0.43 0.25 1.55
S 4.3380 -2.9949 0.8904 0.07 0.02 0.02 1.24
C 4.0156 -3.0081 -0.8169 -0.01 0.01 -0.01 -0.42
C 4.9146 -3.1847 -1.8635 -0.01 0.00 -0.04 -0.05
C 4.4079 -3.1740 -3.1470 0.00 0.00 0.01 -0.04
C 3.0379 -3.0065 -3.3835 -0.03 0.01 0.01 -0.03
C 2.1462 -2.8322 -2.3448 0.02 -0.04 -0.08 -0.01
C 2.6536 -2.8225 -1.0501 0.02 0.07 -0.03 -0.28
N 1.9368 -2.6521 0.1326 0.14 -0.19 0.16 -0.05
C 2.6976 -2.7323 1.2206 -0.12 0.02 -0.09 -0.52
C 2.1062 -2.6005 2.5596 -0.06 -0.04 -0.08 -0.27
C 2.8686 -2.7022 3.7151 -0.06 -0.02 0.08 -0.01
C 2.2401 -2.5964 4.9482 0.03 0.00 0.01 -0.02
C 0.8697 -2.3997 5.0249 0.03 -0.01 0.03 -0.03
C 0.1035 -2.2898 3.8676 -0.13 0.06 -0.07 -0.08
C 0.7183 -2.3782 2.6324 0.42 -0.24 -0.08 -0.23
H 5.9703 -3.3292 -1.6808 0.00 0.00 0.01 0.13
H 5.0781 -3.3097 -3.9841 0.00 0.00 0.00 0.12
H 2.6711 -3.0233 -4.4004 0.00 0.00 -0.01 0.12
H 1.0857 -2.7325 -2.5406 0.00 -0.01 0.04 0.11
H 3.9376 -2.8709 3.6720 0.01 0.00 -0.04 0.11
H 2.8231 -2.6777 5.8552 0.00 0.00 0.00 0.13
H 0.3939 -2.3329 5.9939 -0.03 0.00 -0.01 0.12
H -0.9649 -2.1363 3.9485 0.00 0.01 0.01 0.11
C -0.0088 5.7155 1.5383 0.00 0.00 -0.01 -0.04
O -0.3481 4.4311 1.0119 0.00 -0.01 0.02 -0.09
C -1.3693 4.3617 0.1234 -0.05 -0.05 0.01 -0.22
C -2.1268 5.4343 -0.3166 0.01 -0.01 0.01 0.01
C -3.1336 5.2289 -1.2521 0.00 -0.01 0.00 -0.05
C -3.3732 3.9672 -1.7640 -0.01 0.00 0.01 -0.07
C -2.6118 2.8868 -1.3352 0.04 0.01 -0.07 -0.03
C -1.6266 3.0757 -0.3794 -0.08 0.12 0.12 -0.14
N -0.7506 2.0668 0.1096 0.09 -0.07 -0.16 0.19
C -0.9034 0.7430 0.1512 0.20 0.27 -0.01 -0.36
N -2.1365 0.2343 0.0255 -0.22 0.06 0.26 0.17
C -2.5978 -1.0720 -0.2225 0.02 -0.07 -0.29 -0.17
C -1.8374 -2.2401 -0.2550 -0.14 -0.17 0.19 -0.24
C -2.4385 -3.4577 -0.5940 0.15 -0.08 0.01 -0.12
C -3.7818 -3.5082 -0.8942 -0.03 0.04 -0.02 -0.04
C -4.5569 -2.3538 -0.8363 -0.02 -0.02 0.00 0.03
C -3.9774 -1.1426 -0.5113 0.00 0.02 -0.04 -0.21
O -4.6238 0.0414 -0.4464 0.06 0.00 -0.06 -0.09
C -6.0041 0.0900 -0.8261 -0.03 -0.01 0.02 -0.02
N 0.1648 -0.0372 0.3349 -0.03 -0.08 -0.22 -0.03
C 1.4900 0.5234 0.2664 0.03 0.04 0.15 -0.23
C 2.1930 0.6148 1.4718 0.02 0.00 -0.02 -0.04
C 3.4993 1.0574 1.5156 -0.03 -0.02 0.02 -0.06
C 4.1206 1.4256 0.3270 0.02 0.00 -0.03 -0.05
C 3.4332 1.3604 -0.8671 0.00 0.01 0.02 0.02
C 2.1086 0.9178 -0.9284 -0.02 0.02 0.02 -0.22
O 1.5684 0.9966 -2.1678 0.05 -0.03 -0.04 -0.04
C 0.3926 0.3244 -2.5825 -0.06 -0.03 0.00 -0.04
H -0.8522 6.1418 2.0821 0.00 0.00 0.00 0.10
H 0.3034 6.3885 0.7392 0.00 0.01 0.00 0.10
H 0.8176 5.5485 2.2211 0.00 0.00 0.00 0.10
H -1.9394 6.4288 0.0595 0.00 0.00 0.01 0.12
H -3.7215 6.0718 -1.5878 -0.01 0.00 0.00 0.12
H -4.1402 3.8150 -2.5101 0.00 0.01 -0.01 0.11
H -2.7837 1.9194 -1.7877 0.02 -0.04 0.03 0.11
H 0.1265 2.4292 0.4669 0.03 -0.04 -0.02 0.16
H -2.8922 0.9110 0.0517 0.00 0.01 0.00 0.14
H -1.8504 -4.3656 -0.6188 -0.02 -0.01 0.04 0.11
H -4.2468 -4.4472 -1.1587 0.01 -0.01 0.00 0.12
H -5.6143 -2.4077 -1.0497 0.00 0.00 -0.01 0.12
H -6.2794 1.1389 -0.7994 0.00 -0.01 0.01 0.10
H -6.6148 -0.4693 -0.1173 0.00 -0.01 -0.01 0.11
H -6.1359 -0.3026 -1.8347 0.00 0.01 0.00 0.11
H 1.6761 0.3335 2.3825 0.01 0.01 0.00 0.12
H 4.0212 1.1283 2.4596 0.00 0.00 0.01 0.12
H 5.1432 1.7777 0.3331 0.00 0.01 0.00 0.12
H 3.8958 1.6643 -1.7963 0.00 0.00 -0.01 0.13
H 0.4334 0.3086 -3.6686 0.01 0.00 0.00 0.11
H -0.5080 0.8646 -2.2827 0.02 0.00 -0.01 0.08
H 0.3499 -0.7025 -2.2181 0.01 0.04 0.00 0.06
```
Forces are in eV/Å.

Results
Charge = +2
Maximum force = 0.012 hartree/bohr
HOMO = -0.480 Eh

Entry from the OMol25 dataset: a structure of composition C35H31BClN10O4SSr (the ωB97M-V functional and the def2-TZVPD basis).

The geometry in XYZ format:
```
84
Properties=species:S:1:pos:R:3:forces:R:3:lowdin_charge:R:1
Sr 0.7676 -1.1996 0.6954 0.31 -0.19 0.33 1.45
Cl 1.3809 6.2476 -1.9951 0.04 -0.01 -0.02 0.59
C 1.7993 4.6222 -1.4940 0.03 -0.04 0.00 -0.68
C 3.0434 4.0500 -1.9583 -0.05 0.06 0.00 -0.11
C 3.3244 2.7777 -1.6692 0.02 -0.01 -0.01 -0.01
C 2.3406 1.8601 -1.0136 0.01 -0.10 -0.04 -0.32
O 3.0545 0.7879 -0.3192 0.02 0.12 -0.06 -0.02
C 1.3544 2.6238 -0.1490 0.08 -0.12 0.06 -0.12
C 0.6682 2.2597 0.9977 -0.10 0.20 0.06 -0.14
N 0.6105 1.1496 1.7545 0.27 -0.22 -0.19 -0.04
C -0.1428 1.1666 2.9055 -0.11 0.25 -0.06 -0.24
C -0.7961 2.2761 3.4495 0.08 0.06 -0.10 -0.05
C -1.6300 2.2021 4.5746 0.01 -0.10 0.03 -0.10
C -1.8463 1.0231 5.2315 -0.04 0.13 0.00 -0.08
C -1.1698 -0.1295 4.7788 0.09 -0.06 -0.12 -0.16
C -1.3196 -1.3780 5.4229 0.03 -0.02 -0.02 -0.02
C -0.6235 -2.4697 4.9916 -0.09 0.06 0.15 -0.05
C 0.2513 -2.3035 3.9088 0.16 0.06 -0.07 -0.14
N 0.4026 -1.1652 3.2777 -0.11 0.01 -0.19 0.01
C -0.3063 -0.0706 3.6520 -0.01 0.02 0.27 -0.16
C 1.0446 3.9625 -0.6017 -0.03 0.06 -0.02 -0.10
H 3.7446 4.6733 -2.4990 0.00 0.00 0.00 0.09
H 4.2539 2.3136 -1.9728 0.01 0.03 0.01 0.12
H 0.0254 3.0855 1.3077 -0.01 -0.03 -0.01 0.08
H -0.6570 3.2500 3.0030 -0.01 0.00 0.01 0.09
H -2.1090 3.1101 4.9230 0.00 0.00 0.00 0.10
H -2.5015 0.9614 6.0914 0.01 -0.02 0.00 0.10
H -1.9973 -1.4457 6.2665 0.00 -0.01 0.00 0.11
H -0.7309 -3.4348 5.4676 0.02 0.00 -0.01 0.10
H 0.8584 -3.1305 3.5507 -0.04 -0.03 0.00 0.11
H 0.1856 4.4650 -0.1714 -0.01 -0.04 0.01 0.10
C 5.5912 -1.5072 1.9766 0.03 0.00 0.01 -0.08
C 4.2596 -1.2713 2.3448 -0.04 -0.02 0.01 -0.16
N 3.4307 -1.5928 1.3614 -0.11 0.07 -0.10 0.00
N 4.1989 -2.0324 0.3467 0.17 -0.10 -0.09 -0.04
C 5.4990 -1.9891 0.6869 -0.07 0.04 0.10 -0.10
B 3.6298 -2.3933 -1.0507 0.22 0.03 0.03 -0.54
N 3.1242 -1.1227 -1.7313 -0.08 0.02 -0.11 0.01
C 3.2538 -0.6419 -3.0217 0.01 0.13 -0.01 -0.08
C 2.5223 0.4556 -3.2568 0.04 0.00 0.11 -0.04
C 1.7648 0.7741 -1.9921 -0.03 0.13 -0.02 -0.14
N 2.2939 -0.2487 -1.0497 -0.24 -0.16 0.41 -0.16
N 2.5825 -3.5457 -0.8627 0.09 -0.04 -0.16 -0.04
C 2.4665 -4.5965 -1.6939 -0.06 0.00 0.04 -0.10
C 1.4796 -5.4312 -1.2154 -0.04 -0.05 0.04 -0.07
C 1.0366 -4.7953 -0.0500 0.04 0.08 -0.09 -0.17
N 1.7078 -3.6680 0.1616 -0.18 0.09 -0.12 -0.03
H 6.4830 -1.3473 2.5581 -0.01 0.00 0.00 0.08
H 3.8676 -0.8807 3.2712 -0.02 0.00 -0.01 0.10
H 6.2615 -2.2975 -0.0082 -0.02 -0.01 -0.03 0.11
H 4.5150 -2.8445 -1.7435 -0.03 0.03 0.04 0.11
H 3.8836 -1.1746 -3.7194 0.02 -0.03 0.04 0.12
H 2.4560 0.9995 -4.1834 0.00 -0.01 0.00 0.09
H 0.6751 0.7752 -2.0790 0.01 -0.03 -0.04 0.13
H 3.0990 -4.6845 -2.5615 0.02 0.04 0.01 0.11
H 1.1296 -6.3533 -1.6461 0.00 0.00 0.01 0.08
H 0.2406 -5.0836 0.6189 0.01 0.00 0.01 0.10
N -2.8568 2.9701 -0.0155 -0.01 0.03 0.02 0.06
C -2.7368 3.4025 -1.3169 0.02 -0.03 -0.05 -0.11
C -2.0015 2.4400 -1.9447 0.02 0.06 0.13 -0.15
N -1.6667 1.4444 -1.0606 0.02 -0.08 -0.08 0.09
C -2.1988 1.7859 0.0811 -0.04 -0.04 -0.04 -0.21
H -3.3392 3.4402 0.7285 0.00 -0.02 0.01 0.14
H -3.1642 4.3279 -1.6603 0.00 0.00 0.01 0.10
H -1.6836 2.4073 -2.9741 -0.01 0.03 0.00 0.10
H -2.1434 1.2123 0.9940 -0.01 0.03 -0.01 0.12
C -6.0679 1.0704 -3.5426 0.06 -0.06 0.04 -0.06
C -5.0561 0.2543 -2.7793 -0.08 0.06 -0.03 -0.29
C -3.9740 -0.3237 -3.4361 0.03 -0.02 0.01 -0.05
C -3.0296 -1.0612 -2.7413 0.00 -0.01 0.05 -0.05
C -3.1694 -1.2327 -1.3735 -0.05 0.00 0.01 -0.28
C -4.2502 -0.6840 -0.7038 0.05 -0.03 -0.03 -0.06
C -5.1846 0.0616 -1.4079 0.03 -0.03 0.01 -0.05
S -1.9398 -2.1356 -0.4696 -0.13 0.06 -0.20 0.41
O -2.4329 -3.4844 -0.3432 -0.01 -0.08 0.02 -0.31
O -0.6982 -1.9949 -1.2421 -0.05 -0.15 -0.07 -0.44
O -1.7870 -1.4296 0.8170 -0.10 -0.05 0.19 -0.45
H -5.5754 1.7564 -4.2332 -0.01 0.01 0.00 0.07
H -6.6884 1.6551 -2.8635 -0.01 0.01 -0.02 0.07
H -6.7259 0.4255 -4.1297 -0.01 0.02 -0.01 0.08
H -3.8546 -0.1717 -4.5035 0.00 0.00 0.00 0.11
H -2.1606 -1.4762 -3.2345 -0.01 0.01 -0.03 0.12
H -4.3281 -0.8151 0.3683 -0.03 0.02 -0.01 0.12
H -6.0188 0.5119 -0.8810 0.00 0.00 -0.01 0.11
```
Forces are in eV/Å.

Results
Charge = -1
Maximum force = 0.010 hartree/bohr
HOMO = -0.146 Eh